[1]
The following is a quantum chemistry calculation of C21H16ClGaIN7O4S as an isolated structure, from OMol25.

Computed properties:
**Relative energy (zero: lowest compared OMol25 entry of this formula, charge and spin)**: 16.3 kcal per mole
**E_LUMO**: -0.7 eV
**HOMO energy**: -8.09 eV
**E**: -4574.85810 a.u.
**Frontier orbital gap**: 7.4 eV

Structure (XYZ):
```
52
C21H16ClGaIN7O4S ωB97M-V/def2-TZVPD
Ga -0.02019 0.30062 -0.27551
N -3.40662 -0.36452 1.39003
N -2.46643 -0.61441 2.39275
C -1.25026 -1.11334 2.21201
N -0.48895 -1.42443 3.25625
N -0.86413 -1.27595 0.92915
N 0.25311 -1.87081 0.64336
O 0.67586 -1.66194 -0.49261
O 0.79851 -2.64167 1.39014
H -3.02768 -0.66441 0.49001
H -3.60331 0.63767 1.33810
H -2.79071 -0.38578 3.32313
H -0.68864 -1.05109 4.16864
H 0.45642 -1.74435 3.06864
Cl 6.40985 2.74024 0.37264
C 4.85151 2.04222 0.66687
C 4.49656 1.68311 1.94799
C 3.25799 1.10255 2.19434
I 2.65422 0.51290 4.12221
C 2.33948 0.85811 1.18647
O 1.21340 0.25676 1.37631
C 2.70432 1.26709 -0.13090
N 1.78184 1.03313 -1.08008
C 2.05371 1.28823 -2.33887
C 3.28084 1.84342 -2.72365
C 4.22175 2.13958 -1.76821
C 3.96627 1.84316 -0.41453
H 5.18657 1.84184 2.76299
H 1.27193 1.04657 -3.05124
H 3.46721 2.03835 -3.76944
H 5.16456 2.58576 -2.04165
C -4.68777 5.91394 -3.32892
C -5.36016 6.13527 -4.65017
O -6.02755 7.08413 -4.94639
S -5.11940 4.85884 -5.88205
C -4.10891 3.64436 -5.03727
C -2.72729 3.77537 -5.03506
C -1.95252 2.87903 -4.32768
C -2.55184 1.83413 -3.61836
C -3.93423 1.66409 -3.70247
C -4.70814 2.56284 -4.40811
C -1.77248 1.05138 -2.73222
C -1.10887 0.43597 -1.91985
H -3.61359 5.81293 -3.47372
H -5.04859 4.99894 -2.86198
H -4.88897 6.76262 -2.67682
H -2.27213 4.59114 -5.57612
H -0.87855 2.99281 -4.30090
H -4.38924 0.82924 -3.19399
H -5.77781 2.43529 -4.46253
N -1.72641 2.39760 1.37321
C -1.05469 1.70313 0.74820
```



[2]
The following is a quantum chemistry calculation of C21H16ClN3O6Pd as an isolated structure, from OMol25.

Computed properties:
**Relative energy (zero: lowest compared OMol25 entry of this formula, charge and spin)**: 23.3 kcal per mole
**2S+1**: 3
**E_LUMO (spin up / spin down)**: 0.0 / -2.2 eV
**HOMO energy (spin up / spin down)**: -8.19 / -8.13 eV
**E**: -2013.61356 a.u.
**Frontier orbital gap (spin up / spin down)**: 8.2 / 5.9 eV

Structure (XYZ):
```
48
C21H16ClN3O6Pd ωB97M-V/def2-TZVPD
Pd 0.30345 -0.04956 0.40680
C -0.03836 -4.40670 -0.65658
C 0.55001 -3.23822 0.10502
O -0.16407 -2.23343 0.23146
C 1.87950 -3.38860 0.65072
C 2.43450 -4.67240 0.80715
C 3.67033 -4.86662 1.36630
C 4.41939 -3.75849 1.77081
C 3.93222 -2.49201 1.61335
C 2.64285 -2.23498 1.05410
O 2.26357 -1.02600 0.91274
H -0.92130 -4.06497 -1.19106
H -0.32696 -5.19550 0.03532
H 0.68511 -4.81301 -1.35790
H 1.86462 -5.53992 0.51601
H 4.06704 -5.86249 1.48884
H 5.39351 -3.90994 2.21141
H 4.52070 -1.63594 1.91097
O -3.03867 4.70605 -1.21461
C -2.08542 5.13144 -0.42390
O -2.01749 6.27415 -0.03709
C -1.03395 4.14540 -0.01800
C 0.07943 4.48469 0.74658
Cl 0.39902 6.00428 1.42441
N 0.84420 3.37114 0.90746
N 0.26277 2.33592 0.27833
C -0.85900 2.76841 -0.28206
C -1.73340 1.77215 -1.02124
O -2.73855 2.19181 -1.60348
O -1.35528 0.57894 -0.96802
C 2.05638 3.19038 1.60921
C 2.89902 4.25174 1.92480
C 4.07108 4.01286 2.61888
C 4.43582 2.72595 2.97339
C 3.60589 1.66711 2.64560
C 2.41418 1.89746 1.98496
H -2.97773 3.71331 -1.44342
H 2.66085 5.25828 1.63623
H 4.70617 4.84982 2.86644
H 5.36035 2.54972 3.49949
H 3.87418 0.65305 2.89957
H 1.75932 1.06062 1.75097
C -2.53927 -0.51661 4.01569
C -1.59401 -0.07474 3.04492
N -0.80664 0.32229 2.30924
H -2.07163 -0.49902 4.99894
H -2.85554 -1.53170 3.77984
H -3.40426 0.14492 4.01206
```



[3]
The following is a quantum chemistry calculation of C21H16ClNO5SSe2Te2V as an isolated structure, from OMol25.

Computed properties:
**Total charge**: -1
**Relative energy (zero: lowest compared OMol25 entry of this formula, charge and spin)**: 79.5 kcal per mole
**2S+1**: 3
**E_LUMO (spin up / spin down)**: 2.2 / 2.1 eV
**HOMO energy (spin up / spin down)**: -3.79 / -3.81 eV
**E**: -8382.23090 a.u.
**Frontier orbital gap (spin up / spin down)**: 6.0 / 5.9 eV

Structure (XYZ):
```
50
C21H16ClNO5SSe2Te2V ωB97M-V/def2-TZVPD
V 0.87699 -0.37886 -0.52597
C -3.09571 -0.18516 1.43473
C -2.21421 -1.35926 1.12403
C -1.15101 -1.68146 1.96383
C -0.29591 -2.73276 1.66213
C -0.49001 -3.47266 0.50403
C -1.58051 -3.19836 -0.31087
C -2.44001 -2.15706 0.00713
H -3.72721 -0.39766 2.29933
H -3.73651 0.05534 0.58783
H -2.48381 0.68714 1.66673
H -0.99371 -1.09866 2.86463
H 0.52629 -2.97286 2.32483
H 0.20409 -4.25866 0.23303
H -1.74711 -3.78766 -1.20567
H -3.30371 -1.96476 -0.61797
Se 3.04819 -1.07046 -0.51697
Te 4.18589 -1.31546 -2.72357
Te 1.89419 -1.77266 -4.22717
Se 0.45719 -1.91136 -2.13887
O 2.61449 -1.70106 2.41273
C 2.27779 -0.53516 2.24733
N 1.34709 -0.13376 1.37193
S 1.26099 1.48054 1.22993
O 1.80319 1.87774 -0.04427
O -0.03441 1.95424 1.60863
C 2.48359 1.83934 2.50063
C 3.04449 3.01524 2.94573
C 4.08509 2.92574 3.86523
C 4.52109 1.69314 4.33793
C 3.93449 0.51524 3.90003
C 2.92039 0.60894 2.96083
H 2.68439 3.96404 2.57253
H 4.56469 3.83144 4.20963
H 5.34029 1.65784 5.04393
H 4.25699 -0.45516 4.24793
Cl -4.05831 -0.00606 -6.49267
C -3.17101 0.42294 -5.07937
C -2.65101 1.70284 -4.96697
C -1.93071 2.04074 -3.83797
C -1.75431 1.11484 -2.81347
C -2.29441 -0.16096 -2.94027
C -2.99591 -0.51586 -4.07847
C -0.97501 1.52464 -1.58837
O -0.87111 2.69254 -1.27127
O -0.44021 0.55724 -0.93007
H -2.80441 2.41724 -5.76127
H -1.51371 3.03244 -3.73347
H -2.17821 -0.87756 -2.13817
H -3.39971 -1.50986 -4.18397
```



[4]
The following is a quantum chemistry calculation of C21H16F3N6O3OsS3 as an isolated structure, from OMol25.

Computed properties:
**Relative energy (zero: lowest compared OMol25 entry of this formula, charge and spin)**: 0.0 kcal per mole
**2S+1**: 2
**E_LUMO (spin up / spin down)**: 0.2 / -0.2 eV
**HOMO energy (spin up / spin down)**: -7.20 / -7.75 eV
**E**: -2949.01124 a.u.
**Frontier orbital gap (spin up / spin down)**: 7.4 / 7.5 eV

Structure (XYZ):
```
53
C21H16F3N6O3OsS3 ωB97M-V/def2-TZVPD
Os -0.36804 0.71681 -0.92476
N 0.20109 -4.34659 3.73859
C 0.76583 -3.23117 3.12550
C 1.20582 -3.30018 1.80210
C 1.71147 -2.17772 1.17298
C 1.79164 -0.97788 1.86723
C 1.35996 -0.89293 3.18445
C 0.84427 -2.01407 3.80727
S 2.40075 0.45720 1.05939
O 3.06644 1.27816 2.02379
O 3.08653 0.02454 -0.12663
N 1.06299 1.22179 0.51563
C 0.23202 2.04509 1.21339
N 0.33927 2.47336 2.45363
C -0.65511 3.27856 2.84676
C -1.74310 3.62194 2.05382
C -1.80148 3.07088 0.77880
N -0.81248 2.31038 0.35576
H 0.49554 -5.23459 3.36459
H 0.22118 -4.33686 4.74589
H 1.14527 -4.24023 1.26578
H 2.05564 -2.22235 0.14745
H 1.43793 0.05103 3.70850
H 0.50815 -1.95585 4.83609
H -0.58007 3.65782 3.85983
H -2.52232 4.27237 2.41947
H -2.62154 3.23305 0.09003
F -1.94503 4.14201 -4.69084
C -1.03443 3.37352 -5.31026
F -1.69850 2.35026 -5.87091
F -0.51922 4.10574 -6.31471
C 0.03433 2.90053 -4.36876
C 1.37264 3.15348 -4.61122
C 2.34291 2.68646 -3.73246
C 1.94648 1.97743 -2.61549
N 0.65289 1.75380 -2.37894
C -0.30877 2.17874 -3.22490
S -1.83463 1.62736 -2.60063
H 1.65803 3.71275 -5.49139
H 3.39197 2.86785 -3.91149
H 2.63822 1.56928 -1.88892
O -1.37698 -0.34808 0.52062
N -1.49035 -1.66712 0.30713
C -2.06899 -2.37598 1.30134
C -2.25626 -3.72225 1.18971
C -1.82910 -4.36319 0.01928
C -1.23293 -3.62831 -0.97197
C -1.04571 -2.24241 -0.83956
S -0.32141 -1.27459 -2.07699
H -2.34409 -1.78056 2.15821
H -2.71090 -4.26185 2.00599
H -1.96308 -5.42963 -0.10190
H -0.88476 -4.08784 -1.88627
```



Max |F| values, unit eV Å⁻¹, following the record order: 3.478, 1.561, 4.308, 1.188.